# 1
Molecular formula: C6H17N2
Method: DFT, the ωB97M-V functional and the def2-TZVPD basis

```
25
Properties=species:S:1:pos:R:3:forces:R:3
C -0.197 -1.820 -0.725 -1.44 -1.42 -0.23
N -0.572 -1.442 0.698 0.95 -1.92 -1.09
C 0.346 -1.821 1.735 -0.05 1.45 0.91
C 0.289 -0.745 2.812 0.34 2.10 1.57
C -0.427 -0.494 -1.413 0.77 -0.29 -1.57
N -0.094 0.397 -0.342 0.87 0.71 1.53
C 0.572 1.248 -3.052 -1.10 -0.61 2.07
C 0.576 -0.223 -2.578 -1.05 -0.10 -0.61
H -0.983 -2.495 -1.101 0.25 -0.23 0.49
H 0.735 -2.393 -0.835 0.14 0.89 0.20
H -0.451 -0.309 0.509 -0.22 1.37 1.33
H 1.414 -1.940 1.505 -0.45 -0.39 -0.70
H -0.051 -2.751 2.177 -0.22 -0.07 -0.37
H 0.979 0.103 2.624 0.32 -0.82 -0.39
H -0.596 -0.113 2.997 -0.59 -1.10 -0.60
H 0.545 -1.072 3.823 0.14 -0.45 -0.32
H -1.487 -0.444 -1.674 0.17 0.22 -0.36
H -1.626 5.966 3.477 -0.01 0.05 -0.21
H -0.776 1.121 -0.083 -0.13 0.17 -0.58
H -1.581 5.808 4.194 0.01 -0.05 0.21
H 1.267 1.478 -3.851 -0.15 0.07 0.02
H -0.468 1.566 -3.192 0.22 -0.12 -0.95
H 0.771 1.784 -2.116 0.82 0.52 -0.38
H 1.556 -0.509 -2.202 0.06 -0.06 -0.12
H 0.259 -0.900 -3.386 0.35 0.08 0.13
```
Forces are in eV/Å.

As for the highest occupied orbital energy: -0.552 hartree. The value obtained for the electronic energy is -347.8282 hartree. The energy above the lowest of the compared OMol25 structures with the same formula, charge and spin comes out at 164.8 kcal per mole. The total charge is +1. As for the HOMO-LUMO gap: 7.17 eV.

# 2
Molecular formula: C6H17N2
Method: DFT, the ωB97M-V functional and the def2-TZVPD basis

```
25
Properties=species:S:1:pos:R:3:forces:R:3
C -0.181 0.243 -1.991 -0.56 0.82 -2.06
C -0.103 1.362 -0.946 4.37 0.34 2.82
C -1.101 1.298 0.183 0.66 3.27 4.29
C -0.655 0.430 1.459 -4.91 1.47 -0.53
C -0.713 -1.004 1.090 -0.46 -0.62 0.20
C 0.567 -1.385 0.389 1.39 -0.57 -0.43
N 1.573 -2.323 1.226 -0.44 -1.71 -4.01
N 0.172 2.719 -1.435 -3.79 -2.94 -4.05
H -1.067 -0.331 -1.753 0.10 -0.57 0.25
H -0.485 0.606 -3.035 0.89 -0.30 1.20
H 0.770 -0.352 -2.022 -1.10 0.72 -0.26
H 0.919 1.199 -0.323 -2.06 0.51 -1.54
H -1.417 2.360 0.632 1.25 -1.90 -1.18
H -2.042 0.977 -0.098 -1.82 -1.16 -0.97
H -1.432 0.737 2.246 0.03 -0.92 -1.38
H 0.074 0.656 2.145 3.15 1.06 0.41
H -1.058 -1.621 1.908 0.58 -0.48 0.50
H -1.533 -1.170 0.395 0.01 0.05 -0.27
H 0.295 -2.078 -0.484 1.03 1.35 0.96
H 1.142 -0.347 0.156 -0.84 -3.38 0.35
H 1.111 -3.250 1.483 0.72 1.03 -1.18
H 1.864 -2.057 2.096 0.91 2.01 3.10
H 2.495 -2.445 0.646 -2.23 -0.25 1.23
H 1.104 2.925 -1.565 2.96 1.48 0.60
H -0.297 2.853 -2.401 0.16 0.69 1.95
```
Forces are in eV/Å.

As for the highest occupied orbital energy (spin up / spin down): -0.692 / -0.691 hartree. The value obtained for the electronic energy is -347.5179 hartree. The energy above the lowest of the compared OMol25 structures with the same formula, charge and spin comes out at 68.7 kcal per mole. As for the expectation value of S²: 0.754. The total charge is +2. As for the spin multiplicity: 2. As for the HOMO-LUMO gap (spin up / spin down): 12.12 / 6.91 eV.

# 3
Molecular formula: C6H17N2O2
Method: DFT, the ωB97M-V functional and the def2-TZVPD basis

```
27
Properties=species:S:1:pos:R:3:forces:R:3
C -0.050 -3.793 0.962 0.83 4.66 0.63
C -0.289 1.445 -1.519 1.71 0.71 -2.26
C 0.829 -1.911 -1.646 -0.95 -1.45 1.11
C -0.404 3.271 1.041 -0.35 -0.52 -1.31
C -0.626 1.741 0.931 4.00 2.36 -1.09
C -0.019 -2.245 0.680 -0.03 0.52 0.41
N 0.246 1.222 -0.228 -0.91 0.44 3.78
N 0.329 -1.516 -0.288 1.00 -1.11 -1.47
O 0.966 3.516 0.869 1.53 -0.81 2.30
O -0.388 -1.397 1.719 1.26 0.40 -1.41
H -0.928 -3.858 1.561 -0.72 -1.10 0.21
H 0.853 -3.885 1.568 -0.08 -0.80 -0.18
H -0.035 -4.171 -0.008 -0.07 -1.62 -1.13
H -0.169 2.536 -1.629 -0.27 -0.48 -0.78
H 0.441 0.886 -2.154 -0.93 0.82 -0.28
H -1.304 1.148 -1.751 -0.13 -0.30 0.63
H 0.595 -2.930 -2.028 -0.32 0.35 0.71
H 0.294 -1.238 -2.274 0.15 0.45 -0.90
H 1.904 -1.883 -1.770 0.26 0.70 0.31
H -0.771 3.850 0.199 -1.13 -0.20 0.14
H -0.743 3.658 1.983 -0.52 0.18 0.36
H -1.528 1.313 0.816 -3.47 -0.86 -0.57
H 1.192 1.629 -0.138 -0.64 0.06 -0.05
H -0.169 1.241 1.735 0.46 -0.33 1.57
H 0.286 0.252 0.092 0.39 -1.42 -1.17
H 1.339 3.243 1.752 0.25 0.69 -1.37
H -0.920 -1.797 2.354 -1.33 -1.35 1.81
```
Forces are in eV/Å.

As for the highest occupied orbital energy: -0.499 hartree. The value obtained for the electronic energy is -498.5050 hartree. The energy above the lowest of the compared OMol25 structures with the same formula, charge and spin comes out at 59.7 kcal per mole. The total charge is +1. As for the HOMO-LUMO gap: 11.07 eV.

# 4
Molecular formula: C6H17N2OP
Method: DFT, the ωB97M-V functional and the def2-TZVPD basis

```
27
Properties=species:S:1:pos:R:3:forces:R:3
C -2.093 1.118 1.307 -0.58 1.28 -3.16
C -0.976 -0.651 2.712 0.41 -0.38 -4.77
C -1.111 1.680 3.529 -0.40 -0.55 -1.56
C 2.234 -1.679 -2.911 -2.67 0.75 -1.66
C 0.025 -1.453 -1.673 -0.61 2.43 -1.96
C -1.371 0.797 2.548 0.55 0.26 1.74
N 0.714 1.629 -2.276 0.83 -1.07 1.35
N 1.365 -0.900 -2.029 -0.15 -0.78 0.14
O 1.428 0.515 0.103 -0.75 1.12 -0.83
P 1.928 0.618 -1.501 -1.07 -0.60 -0.75
H -1.458 1.414 0.331 -0.70 -0.98 2.34
H -2.633 0.196 1.035 -0.16 0.54 -0.28
H -2.816 1.997 1.300 0.78 -1.18 0.65
H -1.711 -1.379 2.263 -0.09 0.74 1.47
H -0.524 -0.902 3.619 0.33 -0.53 1.40
H -0.237 -0.891 1.844 -0.31 0.69 1.47
H -1.422 2.695 3.468 -0.24 0.70 -0.26
H -0.513 1.458 4.369 0.41 -0.59 0.94
H 1.911 -0.113 0.634 0.41 -0.30 -0.02
H 3.182 -1.259 -2.852 1.81 0.64 -0.25
H 2.292 -2.717 -2.766 0.04 -1.56 1.39
H 1.862 -1.723 -3.985 0.39 0.83 0.80
H -0.630 -1.713 -2.673 1.60 0.48 2.55
H 0.217 -2.282 -1.034 -0.47 -1.03 0.32
H -0.512 -0.628 -1.060 0.63 -1.57 -1.06
H 1.066 2.555 -2.432 -0.12 0.47 0.13
H -0.218 1.616 -1.871 0.10 0.19 -0.13
```
Forces are in eV/Å.

As for the highest occupied orbital energy: -0.311 hartree. The value obtained for the electronic energy is -764.8671 hartree. The energy above the lowest of the compared OMol25 structures with the same formula, charge and spin comes out at 53.1 kcal per mole. Its SMILES is CN(C)P(N)O.C=C(C)C. As for the HOMO-LUMO gap: 9.21 eV.

# 5
Molecular formula: C6H17N3OP
Method: DFT, the ωB97M-V functional and the def2-TZVPD basis

```
28
Properties=species:S:1:pos:R:3:forces:R:3
C -2.043 0.473 0.788 0.39 0.36 0.12
C -2.114 -0.885 0.028 0.11 0.47 0.49
C -0.780 2.453 0.347 -2.37 2.33 0.57
C -0.625 -2.390 -1.367 -2.73 -0.88 0.26
C 1.669 0.003 1.862 -2.35 2.56 -2.52
C 2.907 -0.241 -0.417 -0.67 -0.18 -0.57
N -0.716 1.059 0.373 -3.44 -0.03 1.01
N -0.969 -1.020 -0.902 1.41 -0.11 1.01
N 1.671 0.077 0.368 -0.90 -0.46 -2.65
O 0.589 0.724 -1.881 1.54 0.08 -0.63
P 0.172 0.152 -0.537 2.14 -1.27 0.94
H -2.974 1.157 0.624 1.96 -1.01 -0.29
H -1.924 0.424 1.880 -0.53 -0.60 -0.26
H -2.191 -1.709 0.721 0.10 -0.37 0.16
H -2.978 -0.850 -0.584 -0.98 -0.30 -0.51
H 0.081 2.936 0.026 1.76 0.61 -0.96
H -1.675 2.791 -0.283 1.25 -0.24 0.74
H -0.926 2.857 1.362 -0.20 -0.19 -0.22
H -0.199 -2.406 -2.358 0.66 0.30 -0.01
H -0.097 -2.998 -0.616 0.13 0.36 -0.37
H -1.630 -2.947 -1.550 1.53 1.01 0.47
H 0.807 0.645 2.070 0.32 0.03 0.70
H 1.399 -0.913 2.180 -0.58 -3.41 1.10
H 2.492 0.342 2.419 1.53 0.68 -0.16
H 2.658 -0.244 -1.537 0.60 0.31 1.77
H 3.661 0.515 -0.148 -0.16 -0.34 -0.42
H 3.286 -1.246 -0.195 -0.04 0.24 0.14
H 0.451 1.240 -2.672 -0.48 0.03 0.08
```
Forces are in eV/Å.

As for the highest occupied orbital energy: -0.472 hartree. The value obtained for the electronic energy is -819.4239 hartree. The energy above the lowest of the compared OMol25 structures with the same formula, charge and spin comes out at 37.1 kcal per mole. The total charge is +1. Its SMILES is CN1CCN(C)P1(O)=[N+](C)C. As for the HOMO-LUMO gap: 10.07 eV.

# 6
Molecular formula: C6H17N4O
Method: DFT, the ωB97M-V functional and the def2-TZVPD basis

```
28
Properties=species:S:1:pos:R:3:forces:R:3
C -0.981 0.022 -1.978 -1.63 -2.29 1.50
C -1.504 -0.638 -3.204 1.31 0.75 -2.84
C -1.975 -0.108 -0.782 1.00 -0.83 3.09
O -1.598 0.454 0.270 -0.21 0.12 -0.80
N -3.033 -0.987 -0.605 1.70 1.60 0.00
H -0.058 -0.474 -1.686 0.16 0.20 0.53
H -0.843 1.075 -1.996 0.32 0.84 -0.67
H -1.768 -1.687 -3.280 0.56 -0.42 0.92
H -0.798 -0.444 -4.099 -1.25 -0.21 1.32
H -3.601 -0.932 0.230 0.44 0.34 0.01
H -3.458 -1.424 -1.350 -0.91 -1.02 -1.96
H -2.423 -0.161 -3.377 -1.31 0.82 -1.01
C 1.871 1.495 1.675 -1.11 -0.17 -3.63
C 0.848 2.665 1.332 -1.12 -0.51 1.60
C 1.464 -1.014 1.377 -0.80 1.67 -0.95
N 1.071 0.240 1.669 -2.44 -0.45 -1.06
N 2.817 -1.307 1.365 -1.15 0.77 0.11
N 0.443 -1.925 0.930 6.15 -1.43 3.58
H 2.518 1.439 0.712 -0.50 0.04 1.86
H 2.463 1.556 2.561 0.27 0.42 0.56
H 0.453 3.236 2.233 1.15 -0.36 -1.18
H -0.114 2.380 0.837 0.74 -0.91 0.56
H -0.007 0.502 1.475 2.83 -1.37 0.33
H 3.592 -0.665 1.495 -1.12 1.11 0.21
H 3.281 -2.165 1.508 -0.79 -1.89 -0.29
H -0.398 -1.629 0.574 -2.28 1.25 -0.25
H 0.503 -2.732 1.596 -0.85 0.63 -1.52
H 1.234 3.225 0.518 0.85 1.28 -0.01
```
Forces are in eV/Å.

As for the highest occupied orbital energy: -0.489 hartree. The value obtained for the electronic energy is -532.8289 hartree. The energy above the lowest of the compared OMol25 structures with the same formula, charge and spin comes out at 49.2 kcal per mole. The total charge is +1. As for the HOMO-LUMO gap: 10.62 eV.